Entry 1:
{
  "formula": "C20H22F2N2O3S",
  "method": "ωB97M-V/def2-TZVPD",
  "species": ["O", "C", "N", "C", "C", "C", "C", "C", "C", "C", "F", "C", "C", "C", "C", "N", "S", "O", "O", "C", "C", "C", "C", "F", "C", "C", "C", "C", "H", "H", "H", "H", "H", "H", "H", "H", "H", "H", "H", "H", "H", "H", "H", "H", "H", "H", "H", "H", "H", "H"],
  "xyz": [[-1.85, -0.70, -1.65], [-2.28, -0.33, -0.57], [-2.75, 0.92, -0.37], [-2.68, 1.94, -1.39], [-1.25, 2.48, -1.59], [-0.59, 2.82, -0.28], [-1.19, 3.69, 0.62], [-0.59, 3.97, 1.84], [0.62, 3.39, 2.18], [1.21, 2.53, 1.27], [2.39, 1.96, 1.58], [0.62, 2.24, 0.05], [-2.40, -1.23, 0.66], [-2.12, -2.70, 0.32], [-0.65, -2.92, -0.01], [0.18, -2.45, 1.08], [1.76, -2.95, 1.05], [1.77, -4.34, 0.73], [2.37, -2.51, 2.27], [2.47, -2.02, -0.32], [2.32, -2.50, -1.60], [2.76, -1.73, -2.67], [3.33, -0.49, -2.40], [3.75, 0.26, -3.44], [3.50, -0.01, -1.12], [3.05, -0.79, -0.06], [0.00, -1.05, 1.37], [-1.44, -0.78, 1.78], [-3.00, 1.21, 0.56], [-3.01, 1.49, -2.33], [-3.37, 2.74, -1.12], [-0.66, 1.72, -2.10], [-1.30, 3.36, -2.22], [-2.12, 4.17, 0.37], [-1.06, 4.66, 2.53], [1.10, 3.59, 3.12], [1.12, 1.56, -0.63], [-3.43, -1.14, 1.02], [-2.72, -3.00, -0.54], [-2.39, -3.32, 1.18], [-0.43, -3.98, -0.13], [-0.41, -2.38, -0.94], [1.88, -3.47, -1.76], [2.66, -2.07, -3.69], [3.96, 0.95, -0.95], [3.16, -0.46, 0.96], [0.69, -0.80, 2.18], [0.24, -0.43, 0.49], [-1.66, -1.36, 2.68], [-1.57, 0.28, 2.01]],
  "lumo_energy_ev": 0.52,
  "smiles": "O=C(NCCc1cccc(F)c1)C1CCN(S(=O)(=O)c2ccc(F)cc2)CC1",
  "spin_multiplicity": 1,
  "charge": 0,
  "e_homo_ev": -9.4054
}

=====

Entry 2:
{
  "formula": "C20H22F7N7O6SW",
  "method": "ωB97M-V/def2-TZVPD",
  "species": ["W", "N", "C", "N", "C", "N", "C", "C", "N", "C", "C", "N", "H", "H", "H", "H", "H", "C", "C", "S", "O", "C", "C", "H", "H", "H", "H", "H", "H", "H", "H", "H", "H", "F", "C", "C", "N", "C", "C", "O", "O", "C", "O", "N", "C", "O", "H", "H", "H", "H", "C", "C", "O", "C", "F", "F", "F", "C", "F", "F", "F", "H", "H", "H"],
  "xyz": [[-10.73, -3.64, 13.71], [-6.78, -2.54, 11.97], [-7.76, -2.16, 12.77], [-8.69, -3.14, 12.85], [-8.16, -4.11, 11.98], [-7.00, -3.78, 11.45], [-8.94, -5.23, 11.59], [-8.58, -6.08, 10.55], [-9.24, -7.23, 10.31], [-10.36, -7.39, 11.04], [-10.74, -6.51, 12.05], [-10.08, -5.40, 12.34], [-5.88, -2.07, 11.77], [-7.90, -1.20, 13.23], [-7.66, -5.89, 9.99], [-10.94, -8.32, 11.00], [-11.66, -6.66, 12.58], [-11.90, 0.34, 17.88], [-12.16, -0.44, 16.62], [-11.06, -1.83, 16.33], [-11.26, -1.88, 14.70], [-9.37, -1.02, 16.66], [-9.10, 0.14, 15.71], [-12.65, 1.07, 18.01], [-10.91, 0.81, 17.89], [-12.00, -0.34, 18.78], [-12.15, 0.23, 15.73], [-13.16, -0.87, 16.70], [-8.70, -1.87, 16.50], [-9.38, -0.75, 17.70], [-9.46, -0.10, 14.73], [-8.05, 0.45, 15.67], [-9.62, 1.07, 16.06], [-6.74, -7.71, 17.07], [-7.68, -7.01, 17.71], [-8.80, -6.70, 17.08], [-9.85, -6.06, 17.78], [-11.07, -5.73, 17.08], [-10.84, -5.11, 15.77], [-11.89, -4.80, 15.10], [-9.70, -4.78, 15.31], [-9.49, -5.23, 18.81], [-10.25, -4.33, 19.14], [-8.28, -5.57, 19.45], [-7.44, -6.67, 19.13], [-6.68, -7.17, 19.93], [-9.02, -6.95, 16.07], [-11.58, -5.08, 17.78], [-11.69, -6.63, 17.03], [-8.02, -5.02, 20.29], [-13.75, -1.51, 11.66], [-12.44, -2.15, 11.37], [-11.98, -2.93, 12.47], [-11.38, -1.00, 11.06], [-11.71, -0.24, 10.00], [-10.07, -1.38, 10.91], [-11.41, -0.18, 12.09], [-12.53, -3.13, 10.17], [-13.47, -2.78, 9.23], [-12.89, -4.34, 10.61], [-11.34, -3.25, 9.53], [-13.71, -0.83, 12.53], [-14.54, -2.25, 11.91], [-14.16, -0.89, 10.85]],
  "lumo_energy_ev": [-7.94, -7.46],
  "spin_multiplicity": 3,
  "charge": 2,
  "e_homo_ev": [-14.0377, -14.0378]
}

=====

Maximum force, respectively: 1.0 2.6 eV/Å.
ΔE to the lowest compared entry with this formula, charge and spin, respectively: 45.14 0.00 kJ/mol.
Molar mass, respectively: 408.47 805.33 u.